{
  "formula": "H5ISi2",
  "method": "ωB97M-V with the def2-TZVPD basis set",
  "elements": ["Si", "Si", "I", "H", "H", "H", "H", "H"],
  "xyz": [[0.53, -0.89, -0.79], [-0.59, 0.62, 0.52], [0.17, 0.63, 2.88], [0.59, -2.19, -0.11], [-0.22, -1.06, -2.04], [1.90, -0.44, -1.06], [-2.04, 0.61, 0.65], [-0.33, 2.72, -0.06]],
  "e_homo_ev": -9.29,
  "relative_energy_kcal_mol": 41.21,
  "spin_multiplicity": 1,
  "total_energy_ha": -879.59516,
  "gap_ev": 9.033
}

***

{
  "formula": "C2H6AlO",
  "method": "ωB97M-V with the def2-TZVPD basis set",
  "elements": ["Al", "C", "C", "O", "H", "H", "H", "H", "H", "H"],
  "xyz": [[25.04, 2.82, -7.62], [28.71, 4.46, -4.52], [28.69, 3.40, -5.74], [27.77, 3.79, -6.67], [27.74, 4.48, -4.00], [29.03, 5.44, -4.88], [29.47, 4.15, -3.78], [28.47, 2.41, -5.31], [29.71, 3.34, -6.18], [28.13, 4.58, -7.17]],
  "e_homo_ev": -25.61,
  "relative_energy_kcal_mol": 39.86,
  "spin_multiplicity": 1,
  "total_charge": 3,
  "total_energy_ha": -395.85489,
  "gap_ev": 3.858
}

***

{
  "formula": "C36H27IN5O11PbS4",
  "method": "ωB97M-V with the def2-TZVPD basis set",
  "elements": ["Pb", "O", "S", "O", "O", "C", "C", "C", "C", "C", "C", "S", "O", "O", "O", "H", "H", "H", "H", "O", "C", "O", "C", "C", "C", "N", "C", "C", "C", "O", "O", "H", "H", "H", "S", "C", "C", "C", "C", "C", "C", "N", "C", "C", "C", "C", "C", "C", "C", "C", "N", "C", "C", "C", "C", "C", "S", "C", "H", "H", "H", "H", "H", "H", "H", "H", "H", "H", "H", "H", "C", "N", "C", "N", "O", "H", "H", "H", "H", "H", "H", "I", "C", "H", "H"],
  "xyz": [[0.91, 0.04, 0.90], [-1.02, -3.86, 2.76], [-1.07, -2.59, 2.05], [-2.41, -2.01, 2.09], [-0.06, -1.62, 2.42], [-0.85, -3.13, 0.29], [-2.16, -3.79, -0.22], [-1.94, -4.78, -1.31], [-0.75, -5.35, -1.50], [0.39, -4.99, -0.69], [0.36, -3.92, 0.12], [1.92, -3.52, 0.92], [1.93, -4.11, 2.22], [2.92, -4.09, 0.01], [2.04, -2.05, 0.90], [-3.21, -3.61, 1.61], [-2.80, -5.01, -1.93], [-0.60, -6.08, -2.29], [1.30, -5.55, -0.77], [3.37, 4.22, -4.83], [3.99, 3.97, -3.80], [5.18, 4.00, -3.51], [3.09, 3.45, -2.61], [1.97, 2.69, -2.90], [1.27, 2.10, -1.86], [1.62, 2.23, -0.60], [2.66, 3.01, -0.31], [3.43, 3.65, -1.27], [2.92, 3.23, 1.14], [2.96, 4.31, 1.68], [3.06, 2.07, 1.83], [1.67, 2.57, -3.93], [0.39, 1.50, -2.04], [4.29, 4.24, -1.02], [-2.16, -5.74, 1.75], [-3.33, -6.89, 1.27], [-4.43, -6.35, 0.59], [-4.31, -5.01, 0.39], [-3.07, -4.43, 0.90], [-2.58, -2.43, -0.69], [-1.18, -1.90, -0.63], [-1.04, -0.58, -0.15], [-2.12, 0.20, -0.16], [-3.41, -0.22, -0.60], [-4.44, 0.72, -0.76], [-4.25, 2.06, -0.51], [-3.03, 2.49, 0.03], [-2.75, 3.84, 0.31], [-1.55, 4.20, 0.90], [-0.68, 3.15, 1.29], [-0.88, 1.90, 0.96], [-1.99, 1.55, 0.29], [-1.14, 5.58, 1.06], [0.12, 6.08, 1.22], [0.16, 7.49, 1.28], [-1.07, 8.05, 1.17], [-2.30, 6.88, 0.98], [-3.65, -1.63, -0.68], [-3.20, -7.93, 1.51], [-5.27, -6.94, 0.27], [-5.02, -4.40, -0.13], [-0.63, -2.00, -1.58], [-5.40, 0.37, -1.12], [-5.03, 2.78, -0.69], [-3.47, 4.60, 0.05], [0.19, 3.37, 1.88], [1.01, 5.47, 1.26], [1.07, 8.05, 1.39], [-1.33, 9.09, 1.19], [-4.67, -1.99, -0.62], [4.44, -0.52, -0.23], [3.88, -1.56, -1.06], [2.61, -1.49, -1.50], [2.20, -2.62, -2.17], [1.91, -0.47, -1.48], [5.51, -0.47, -0.42], [4.26, -0.72, 0.83], [3.98, 0.43, -0.51], [4.19, -2.50, -0.86], [2.47, -3.48, -1.70], [1.25, -2.58, -2.49], [4.88, 3.16, 3.93], [3.11, 2.17, 3.21], [3.13, 1.16, 3.60], [2.28, 2.75, 3.61]],
  "e_homo_ev": -4.97,
  "spin_multiplicity": 1,
  "total_charge": -1,
  "total_energy_ha": -4572.85928,
  "gap_ev": 4.199
}

***

{
  "formula": "C4H7NO",
  "method": "ωB97M-V with the def2-TZVPD basis set",
  "elements": ["C", "C", "O", "C", "C", "N", "H", "H", "H", "H", "H", "H", "H"],
  "xyz": [[0.35, 1.63, 1.13], [0.09, 0.19, 0.76], [0.20, -0.71, 1.57], [-0.38, -0.12, -0.64], [0.20, -1.30, -1.35], [-1.13, -1.36, -0.82], [-0.38, 1.93, 1.89], [0.29, 2.32, 0.29], [1.34, 1.71, 1.59], [-0.73, 0.73, -1.22], [0.99, -1.87, -0.85], [0.27, -1.28, -2.44], [-1.10, -1.86, 0.08]],
  "e_homo_ev": -9.87,
  "relative_energy_kcal_mol": 38.65,
  "spin_multiplicity": 1,
  "total_energy_ha": -286.57005,
  "smiles": "CC(=O)[C@H]1CN1",
  "gap_ev": 10.867
}

***

{
  "formula": "C4H43NO16",
  "method": "ωB97M-V with the def2-TZVPD basis set",
  "elements": ["C", "C", "C", "N", "C", "H", "H", "H", "H", "H", "H", "H", "H", "H", "H", "H", "H", "H", "O", "H", "H", "O", "H", "H", "O", "H", "H", "O", "H", "H", "O", "H", "H", "O", "H", "H", "O", "H", "H", "O", "H", "H", "O", "H", "H", "O", "H", "H", "O", "H", "H", "O", "H", "H", "O", "H", "H", "O", "H", "H", "O", "H", "H", "O"],
  "xyz": [[-1.64, -0.26, -1.79], [-0.46, -0.22, -0.83], [0.75, 0.30, -1.57], [0.71, 1.70, -1.97], [2.07, 2.29, -2.11], [-1.71, -0.90, -2.64], [-2.57, -0.35, -1.18], [-1.95, 0.68, -2.32], [-0.78, 0.53, -0.11], [-0.41, -1.20, -0.37], [1.64, 0.16, -0.88], [0.89, -0.42, -2.39], [0.26, 1.67, -2.90], [2.50, 2.62, -1.15], [2.92, 1.61, -2.44], [2.06, 3.08, -2.86], [-0.66, -1.96, 2.94], [0.17, -3.12, 3.31], [-0.23, -2.73, 2.51], [-1.35, 3.83, -0.97], [-0.14, 2.53, -1.12], [-1.01, 3.04, -0.55], [2.94, 2.45, 2.49], [2.03, 2.82, 1.46], [2.63, 3.26, 2.07], [-3.12, -0.13, 1.27], [-3.56, 1.45, 1.21], [-3.16, 0.75, 1.76], [2.79, -1.71, -2.52], [4.36, -1.53, -2.65], [3.60, -1.33, -2.09], [0.67, -3.95, -0.74], [1.53, -2.75, -0.20], [0.74, -2.99, -0.88], [1.27, 0.98, 2.44], [2.30, 0.46, 3.62], [2.19, 0.60, 2.64], [0.32, -0.12, -4.38], [0.88, -1.47, -4.05], [0.36, -0.99, -4.78], [-4.38, -1.85, 1.18], [-2.95, -2.37, 0.70], [-3.59, -1.62, 0.69], [-2.21, -0.52, 3.65], [-0.82, 0.03, 3.39], [-1.29, -0.66, 3.90], [-3.57, 3.52, 0.16], [-2.65, 2.37, -0.38], [-3.59, 2.61, -0.15], [-1.10, -3.63, 1.22], [-1.24, -3.17, -0.11], [-1.82, -3.61, 0.53], [1.81, -3.37, -3.85], [1.16, -2.95, -2.25], [1.59, -2.71, -3.18], [-0.39, 3.66, 0.83], [0.70, 4.51, 1.56], [-0.13, 4.07, 1.73], [-0.39, 2.34, 3.17], [-1.21, 1.60, 2.24], [-0.33, 1.48, 2.67], [3.18, -2.27, -0.35], [2.58, -1.57, 0.91], [2.73, -2.45, 0.50]],
  "e_homo_ev": -10.43,
  "relative_energy_kcal_mol": 19.92,
  "spin_multiplicity": 1,
  "total_energy_ha": -1436.77796,
  "gap_ev": 10.509
}

***

{
  "formula": "C51H94N7O15",
  "method": "ωB97M-V with the def2-TZVPD basis set",
  "elements": ["C", "C", "C", "C", "C", "C", "N", "O", "C", "C", "C", "H", "H", "H", "H", "H", "H", "H", "H", "H", "H", "H", "H", "H", "H", "H", "H", "H", "H", "C", "C", "C", "C", "C", "C", "N", "O", "C", "C", "C", "H", "H", "H", "H", "H", "H", "H", "H", "H", "H", "H", "H", "H", "H", "H", "H", "H", "H", "C", "C", "C", "C", "C", "C", "N", "O", "C", "C", "C", "H", "H", "H", "H", "H", "H", "H", "H", "H", "H", "H", "H", "H", "H", "H", "H", "H", "H", "C", "C", "N", "C", "C", "N", "C", "C", "H", "H", "H", "H", "H", "H", "H", "H", "H", "H", "H", "C", "C", "N", "C", "C", "N", "C", "C", "H", "H", "H", "H", "H", "H", "H", "H", "H", "H", "H", "C", "C", "O", "O", "H", "H", "H", "C", "C", "O", "O", "H", "H", "H", "C", "C", "O", "O", "H", "H", "H", "C", "C", "O", "O", "H", "H", "H", "C", "C", "O", "O", "H", "H", "H", "C", "C", "O", "O", "H", "H", "H"],
  "xyz": [[0.85, -0.15, -6.06], [1.57, -0.39, -4.78], [0.52, -1.13, -3.83], [1.22, -1.94, -2.74], [2.30, -2.88, -3.33], [3.48, -2.10, -3.93], [2.83, -1.20, -5.01], [3.74, -0.69, -6.00], [4.44, -3.20, -4.70], [4.29, -1.34, -2.84], [1.87, 0.92, -4.08], [0.73, -1.08, -6.62], [1.44, 0.45, -6.75], [-0.12, 0.34, -6.02], [-0.03, -1.91, -4.35], [-0.27, -0.48, -3.44], [0.48, -2.59, -2.28], [1.76, -1.35, -2.00], [1.68, -3.47, -4.01], [2.72, -3.50, -2.53], [3.84, -3.85, -5.34], [4.95, -3.78, -3.92], [5.29, -2.73, -5.19], [4.77, -0.52, -3.38], [5.13, -1.92, -2.44], [3.68, -0.89, -2.07], [1.76, 1.03, -3.00], [1.15, 1.66, -4.42], [2.79, 1.49, -4.22], [-4.53, 6.41, -3.59], [-4.39, 7.01, -2.24], [-3.66, 5.97, -1.25], [-3.45, 6.46, 0.15], [-2.43, 7.70, -0.07], [-2.83, 8.87, -1.06], [-3.52, 8.31, -2.30], [-3.74, 9.16, -3.43], [-1.39, 9.53, -1.29], [-3.80, 9.87, -0.49], [-5.83, 7.35, -1.72], [-3.52, 6.35, -4.00], [-5.02, 7.03, -4.34], [-5.10, 5.48, -3.59], [-2.65, 5.87, -1.64], [-4.13, 4.99, -1.20], [-2.96, 5.79, 0.85], [-4.27, 6.95, 0.66], [-1.55, 7.19, -0.45], [-2.37, 8.06, 0.95], [-0.90, 8.99, -2.10], [-0.83, 9.66, -0.37], [-1.42, 10.49, -1.81], [-4.20, 10.61, -1.18], [-3.38, 10.51, 0.30], [-4.62, 9.32, -0.04], [-6.37, 8.09, -2.32], [-5.86, 7.85, -0.75], [-6.44, 6.44, -1.73], [3.48, -6.29, 3.57], [4.17, -4.90, 3.91], [5.61, -5.10, 4.47], [6.72, -5.62, 3.49], [6.41, -5.21, 1.98], [5.47, -4.08, 1.68], [4.20, -4.14, 2.60], [3.03, -3.48, 2.30], [5.06, -4.08, 0.13], [6.19, -2.80, 2.02], [3.35, -4.13, 5.06], [2.48, -6.08, 3.17], [3.25, -6.83, 4.48], [4.04, -7.09, 3.08], [5.46, -5.87, 5.22], [5.94, -4.24, 5.06], [6.80, -6.70, 3.54], [7.74, -5.34, 3.74], [6.06, -6.09, 1.43], [7.31, -5.07, 1.39], [4.85, -3.10, -0.31], [4.06, -4.49, 0.01], [5.79, -4.58, -0.51], [5.44, -2.04, 1.80], [7.14, -2.64, 1.51], [6.45, -2.72, 3.08], [2.33, -3.83, 4.82], [3.80, -3.17, 5.34], [3.32, -4.56, 6.06], [-1.45, 3.43, 2.70], [-1.87, 2.75, 4.00], [-1.46, 1.33, 4.16], [-2.21, 0.20, 3.82], [-1.38, -0.83, 4.16], [-0.19, -0.38, 4.74], [-0.25, 0.99, 4.69], [0.88, -1.25, 5.29], [-1.85, 4.44, 2.78], [-1.74, 2.95, 1.76], [-0.37, 3.60, 2.71], [-2.96, 2.77, 3.93], [-1.62, 3.29, 4.92], [-3.20, 0.26, 3.39], [-1.58, -1.88, 4.26], [0.53, 1.65, 5.02], [0.51, -2.19, 5.70], [1.42, -0.67, 6.04], [1.45, -1.52, 4.40], [-1.02, 2.32, -1.10], [-2.26, 1.60, -0.52], [-2.14, 0.18, -0.17], [-3.07, -0.72, 0.39], [-2.35, -1.88, 0.62], [-1.04, -1.74, 0.30], [-0.95, -0.48, -0.26], [0.03, -2.68, 0.59], [-0.29, 2.43, -0.29], [-1.37, 3.28, -1.46], [-0.64, 1.94, -2.05], [-2.99, 1.58, -1.33], [-2.78, 2.07, 0.32], [-4.09, -0.47, 0.63], [-2.67, -2.75, 1.17], [-0.08, -0.07, -0.76], [0.70, -2.13, 1.25], [0.62, -2.84, -0.31], [-0.24, -3.53, 1.22], [-0.91, -6.19, 2.71], [-1.00, -4.79, 3.31], [0.01, -4.37, 3.88], [-2.06, -4.11, 3.28], [-1.35, -6.79, 3.50], [0.11, -6.52, 2.50], [-1.57, -6.07, 1.86], [-5.43, 3.06, 0.45], [-5.86, 2.32, 1.67], [-7.05, 2.45, 2.02], [-4.93, 1.55, 2.13], [-5.96, 3.98, 0.22], [-5.46, 2.30, -0.34], [-4.39, 3.40, 0.48], [-1.69, 4.03, -4.21], [-2.58, 2.74, -4.48], [-1.99, 1.65, -4.53], [-3.84, 2.90, -4.66], [-0.71, 3.61, -4.00], [-1.98, 4.78, -3.47], [-1.61, 4.49, -5.20], [1.43, -5.88, -0.71], [2.50, -7.01, -0.56], [2.24, -7.96, -1.27], [3.35, -6.93, 0.40], [2.04, -5.14, -1.23], [1.19, -5.47, 0.27], [0.56, -6.12, -1.32], [1.79, 0.63, 1.85], [2.64, 0.42, 0.63], [3.28, -0.63, 0.68], [2.51, 1.19, -0.32], [1.29, -0.28, 2.20], [1.10, 1.47, 1.77], [2.35, 0.85, 2.76], [-4.39, -5.28, -0.61], [-5.41, -4.21, -0.41], [-6.45, -4.34, 0.22], [-5.08, -3.08, -0.82], [-3.43, -5.08, -0.13], [-4.04, -5.32, -1.64], [-4.84, -6.23, -0.34]],
  "e_homo_ev": -4.40,
  "spin_multiplicity": 1,
  "total_charge": -1,
  "total_energy_ha": -3510.84487,
  "gap_ev": 1.156
}

***

Q: What is the formula in the sixth record?
A: C51H94N7O15